Record 1
ORCA calculation (the ωB97M-V functional and the def2-TZVPD basis) on a molecular structure, C22H20Cl6N6O6PmS in a non-equilibrium geometry.

Geometry as XYZ:
```
62
Properties=species:S:1:pos:R:3:forces:R:3
Pm 0.47230 -1.81989 0.41034 1.438 2.077 1.696
Cl 4.29050 -0.76388 6.52069 -0.124 -0.113 0.389
C 3.59363 -0.56105 4.96277 0.378 1.448 -1.678
C 4.18200 0.41283 4.08767 -1.142 -1.346 -0.405
Cl 5.39395 1.43567 4.70227 0.767 0.525 0.150
C 3.77220 0.55079 2.72074 -2.110 -1.607 0.652
Cl 4.52869 1.69900 1.61472 -0.465 -0.663 0.529
C 2.64168 -0.26921 2.28913 1.659 -0.054 0.733
O 2.20289 -0.37109 1.05758 -0.329 0.174 -0.667
C 1.97856 -1.18706 3.23271 1.268 1.589 0.587
O 0.94091 -1.79358 2.80898 -1.417 -0.736 -1.256
C 2.46576 -1.29623 4.55751 0.366 0.852 -0.856
Cl 1.55674 -2.18245 5.71582 -0.103 -0.412 0.065
Cl -1.97741 -1.94268 -0.56514 -0.081 0.054 -0.072
C 1.18712 -2.11478 -3.27291 -0.161 -0.290 -0.462
N 1.17669 -1.08185 -2.21682 0.276 0.624 0.124
C 0.27223 -0.00049 -2.69671 0.275 0.393 -0.198
N 0.74428 0.63050 -3.95037 0.397 -1.393 -1.445
C 0.80284 -0.47274 -4.99418 0.585 0.191 0.833
N 1.66687 -1.61671 -4.57678 -0.791 1.388 0.424
C 2.96792 -1.01126 -4.38159 1.316 -0.018 -0.353
N 3.04120 0.05114 -3.36780 -0.345 0.143 -0.353
C 2.57930 -0.49174 -2.08572 -0.476 -0.721 -0.534
C 2.16188 1.12278 -3.82686 -1.024 -0.150 0.078
H 0.16675 -2.50030 -3.40406 0.156 0.158 0.117
H 1.82037 -2.95475 -3.00743 0.137 0.013 0.372
H 0.24208 0.79412 -1.95368 -0.030 -0.002 0.306
H -0.75782 -0.40188 -2.81155 0.692 0.194 -0.078
H 1.24673 -0.07071 -5.90296 -0.094 0.173 -0.060
H -0.17190 -0.85522 -5.22789 -0.690 -0.028 0.119
H 3.32912 -0.62432 -5.35841 -0.251 -0.020 0.548
H 3.68141 -1.75675 -4.07356 0.248 -0.585 0.129
H 2.57215 0.28797 -1.32069 0.015 -0.180 0.001
H 3.23397 -1.33349 -1.78040 -0.250 0.627 -0.088
H 2.51876 1.52348 -4.81349 -0.427 -0.526 0.794
H 2.11900 1.95740 -3.13389 0.324 0.057 0.323
O 0.63009 -5.22896 -0.75959 2.376 1.672 0.938
Cl 1.65488 -4.56347 0.09363 -3.211 1.922 -1.159
O 0.86943 -3.97555 1.26492 1.492 -1.749 -1.196
O 2.68218 -5.44867 0.42226 0.741 -0.263 0.639
O 2.25323 -3.23922 -0.51462 -1.319 -2.936 0.487
S -3.74719 3.75679 2.50344 0.248 0.621 0.389
C -2.51053 2.57097 2.12323 0.438 -0.893 -0.207
C -2.60196 1.24956 2.61447 -0.217 0.795 0.669
C -1.64078 0.34287 2.21527 0.183 -0.335 -0.134
N -0.58824 0.66684 1.41364 -0.626 0.335 0.778
C -0.44255 1.96321 1.10292 0.147 -0.010 -1.371
C -1.44484 2.92805 1.30871 0.383 0.027 0.565
C -5.07514 2.84655 1.83117 -0.601 -0.651 -1.501
C -5.31503 2.85753 0.43094 -0.026 0.460 1.245
C -6.41471 2.12483 -0.01292 0.452 0.776 -0.357
N -7.26142 1.49477 0.78234 -0.401 -0.236 0.081
C -7.00126 1.48287 2.08454 -0.028 -0.468 -0.553
C -5.88185 2.04981 2.63417 0.077 0.890 -0.158
H -3.38763 1.00037 3.37521 0.865 0.059 -1.046
H -1.71948 -0.69706 2.58987 0.296 0.654 -0.490
H 0.47053 2.27211 0.52422 -0.874 -0.654 0.638
H -1.37828 3.95462 0.90218 0.136 -0.796 0.321
H -4.71735 3.51950 -0.22490 -0.406 -0.725 0.387
H -6.65608 2.14387 -1.06842 -0.030 -0.188 -0.080
H -7.70342 0.97670 2.72082 -0.279 -0.254 0.114
H -5.71599 1.95954 3.68443 0.196 0.106 0.538
```
Forces are in eV/Å.

Summary:
- Multiplicity: 5
- Net charge: -1
- Lowest unoccupied orbital energy (spin up / spin down): 1.7 / 1.7 eV
- HOMO level (spin up / spin down): -3.92 / -3.93 eV
- DFT total energy: -146887.1954 eV
- Orbital gap (spin up / spin down): 5.62 / 5.63 eV


Record 2
ORCA calculation (the ωB97M-V functional and the def2-TZVPD basis) on 2 unconnected molecules or ions with the total composition C3H10NOP in a non-equilibrium geometry.

Geometry as XYZ:
```
16
Properties=species:S:1:pos:R:3:forces:R:3
C -3.00887 -0.81791 -0.27218 2.019 0.086 -1.165
C -2.46197 1.46189 0.16983 -0.459 4.615 1.404
C 3.81964 -0.60988 -0.12797 -2.496 -0.841 1.489
N -2.03665 0.33089 -0.19773 -1.842 -5.180 -1.984
O 1.06706 -0.11853 0.16974 1.068 -0.946 2.744
P 2.45990 0.70850 0.07485 1.194 0.104 1.103
H -2.59880 -1.80986 -0.50914 0.139 0.621 -0.027
H -3.29944 -0.79042 0.70974 -0.959 -0.710 2.729
H -3.92815 -0.63347 -0.82791 0.441 0.448 -0.826
H -3.50626 1.73184 0.35048 0.128 -0.609 -0.118
H -1.78538 2.27605 0.24937 0.538 0.725 -0.008
H 0.58943 -0.09904 -0.59657 -2.012 0.117 -3.128
H 3.72368 -1.58762 0.45232 0.189 1.534 -0.514
H 3.79973 -0.83226 -1.15440 -0.224 -0.548 -1.538
H 4.72847 -0.10889 -0.01632 1.656 0.679 0.737
H 2.43762 0.89871 1.52590 0.620 -0.098 -0.897
```
Forces are in eV/Å.

Summary:
- Multiplicity: 3
- Lowest unoccupied orbital energy (spin up / spin down): 1.0 / -2.3 eV
- HOMO level (spin up / spin down): -5.48 / -8.83 eV
- DFT total energy: -16093.6407 eV
- Orbital gap (spin up / spin down): 6.45 / 6.55 eV


Record 3
ORCA calculation (the ωB97M-V functional and the def2-TZVPD basis) on a single C3H7NS molecule in a non-equilibrium geometry.

Geometry as XYZ:
```
12
Properties=species:S:1:pos:R:3:forces:R:3
C -1.58223 -0.55145 -0.18981 0.874 -0.657 0.970
C -0.53954 0.51804 0.19572 -0.174 -0.890 0.488
N 0.80011 -0.05766 0.21802 -1.150 -2.287 0.403
C 1.93963 0.43528 -0.17634 0.358 1.184 -0.184
S 3.38603 -0.29267 0.00575 0.502 -0.126 -0.159
H -1.66530 -1.38078 0.55924 0.264 0.912 -0.169
H -1.16593 -1.04292 -1.03084 -0.121 -0.475 -1.328
H -2.59198 -0.22008 -0.35484 -0.183 0.502 -0.237
H -0.74177 0.77722 1.20999 -0.303 0.810 0.770
H -0.52950 1.40454 -0.42240 -0.161 0.100 -0.257
H 0.88620 -1.02668 0.56780 -0.242 0.806 -0.100
H 1.80428 1.43717 -0.58230 0.335 0.121 -0.196
```
Forces are in eV/Å.

Summary:
- Structure (SMILES): CCNC=S
- Lowest unoccupied orbital energy: 0.8 eV
- HOMO level: -8.28 eV
- DFT total energy: -15549.4463 eV
- Orbital gap: 9.09 eV